{"formula": "C4H7N", "method": "ωB97M-V with the def2-TZVPD basis set", "symbols": ["N", "C", "C", "C", "C", "H", "H", "H", "H", "H", "H", "H"], "coordinates": [[-0.0418, 0.5857, 1.5227], [0.1718, 1.7999, 1.8287], [-0.2826, -1.5932, -1.5384], [-0.2097, 0.3505, 0.1075], [0.3212, -0.7871, -0.3653], [0.1883, -1.5218, -2.5263], [-1.2729, -1.1277, -1.5696], [0.3228, 2.1393, 2.8584], [-0.5258, 1.1782, -0.5148], [-0.3851, -2.5694, -1.0581], [1.2693, -1.0841, 0.0895], [0.4445, 2.6295, 1.1657]], "atomic_forces_ev_per_a": [[0.290, 1.724, -0.815], [1.038, 0.361, 0.854], [0.075, 1.919, 1.344], [1.211, -0.808, 1.041], [0.306, 0.271, -1.430], [0.138, -0.500, 0.412], [-0.084, -0.528, -0.586], [-0.368, -0.641, 0.124], [-1.254, -0.324, -0.041], [0.020, -0.263, -0.873], [-0.803, -0.929, 0.643], [-0.570, -0.282, -0.673]], "lumo_energy_ev": 0.59, "smiles": "C=N/C=C/C", "e_tot_ha": -211.2655, "homo_ev": -8.5185, "spin_multiplicity": 1}

{"formula": "C6H10O", "method": "ωB97M-V with the def2-TZVPD basis set", "symbols": ["O", "C", "C", "C", "C", "C", "C", "H", "H", "H", "H", "H", "H", "H", "H", "H", "H"], "coordinates": [[-2.4267, 1.3694, -2.1009], [-1.6033, 1.9418, -1.4198], [1.5611, -0.3110, 1.3517], [-0.5016, 1.4314, -0.6163], [-0.1178, -0.5748, -0.6476], [-0.5517, -1.5488, 0.4562], [0.8954, -1.1761, 0.3002], [2.3983, 0.2406, 0.9125], [-1.0745, -1.1864, 1.3427], [-1.6216, 3.0617, -1.2957], [-0.8696, -2.5564, 0.1712], [1.9465, -0.9029, 2.1904], [-0.2092, -0.8946, -1.6706], [-0.6345, 0.6100, 0.0933], [1.5453, -1.9467, -0.1199], [0.4102, 2.0233, -0.7050], [0.8536, 0.4194, 1.7577]], "atomic_forces_ev_per_a": [[0.213, 0.066, 0.435], [0.001, -0.246, 0.013], [-0.027, 0.098, -0.012], [0.547, -1.743, -0.731], [0.210, 0.199, -0.523], [-0.144, 0.317, -0.168], [0.079, 0.246, -0.195], [-0.086, -0.041, 0.088], [0.165, 0.124, -0.205], [-0.045, -0.334, -0.320], [0.027, 0.508, -0.159], [-0.113, 0.016, -0.217], [0.042, 0.029, -0.094], [-0.821, 1.169, 1.600], [-0.149, 0.263, -0.039], [-0.023, -0.594, 0.555], [0.124, -0.077, -0.029]], "lumo_energy_ev": 0.85, "e_tot_ha": -309.6865, "homo_ev": -8.9909, "spin_multiplicity": 1}

{"formula": "C34H33BrLaN5O2Se", "method": "ωB97M-V with the def2-TZVPD basis set", "symbols": ["La", "Br", "Se", "O", "O", "N", "N", "N", "N", "N", "C", "C", "C", "C", "C", "C", "C", "C", "C", "C", "C", "C", "C", "C", "C", "C", "C", "C", "C", "C", "C", "C", "C", "C", "C", "C", "C", "C", "C", "C", "C", "C", "C", "C", "H", "H", "H", "H", "H", "H", "H", "H", "H", "H", "H", "H", "H", "H", "H", "H", "H", "H", "H", "H", "H", "H", "H", "H", "H", "H", "H", "H", "H", "H", "H", "H", "H"], "coordinates": [[-0.0760, -0.0123, -1.0527], [-1.5475, -6.9426, 2.3317], [2.7331, 1.5748, -0.7396], [-1.5747, -1.7377, -0.7939], [1.3265, -1.6615, -1.1746], [2.9647, 0.0414, 1.5926], [-0.5418, 2.1451, 0.6020], [-0.4449, -0.4804, 1.5098], [4.0848, -0.9449, 0.0299], [-4.5043, 2.7349, -2.4373], [3.3664, -1.1446, 2.1334], [-1.6108, -5.2746, 1.4076], [4.4358, -1.4746, -1.3020], [3.9595, -2.8437, 3.6260], [-0.1550, 1.5023, -4.0081], [-1.0776, 1.5919, -2.9556], [-0.0843, 4.4611, 0.9553], [-1.1179, -2.8543, 1.2900], [-0.1782, 2.2536, -5.1640], [-1.5819, -2.8072, -0.0555], [-2.1409, -4.0313, -0.6048], [-2.2035, -5.1865, 0.1156], [0.3369, 2.9303, 2.7183], [3.2867, -1.6611, 3.4085], [-0.0882, 0.5644, 2.3873], [-0.6180, -1.6996, 1.9949], [-1.1433, -4.0924, 2.0082], [1.2851, -3.0324, -1.4312], [-0.1608, 1.8975, 1.8762], [4.8751, -2.9041, 1.4149], [3.3636, 0.1499, 0.3007], [-2.1394, 2.4860, -3.1482], [-2.2209, 3.2469, -4.3767], [0.3933, 0.3612, 3.6370], [0.2898, 4.2283, 2.2202], [4.6933, -3.5125, 2.6433], [4.1435, -1.7794, 1.1331], [-5.3646, 3.4270, -1.4984], [0.8758, 2.6540, 3.9911], [0.9455, 1.3847, 4.4630], [-3.0781, 2.8663, -2.0731], [-4.8845, 1.3572, -2.4993], [-1.2346, 3.1030, -5.3651], [-0.5282, 3.3905, 0.1803], [-6.3888, 3.2858, -1.8117], [0.5742, -3.2678, -2.2363], [0.6109, 2.1522, -5.9030], [-2.4145, -3.9945, -1.6736], [-2.6688, -6.0644, -0.2772], [-4.2295, 0.8045, -3.1995], [1.2326, 3.4564, 4.6347], [5.0729, -2.3380, -1.1611], [5.5384, -3.2980, 0.6327], [-1.2242, 3.7034, -6.2208], [3.5121, -1.7249, -1.7974], [3.8036, -3.2699, 4.6169], [1.3250, 1.1276, 5.4400], [2.2301, -3.3673, -1.7993], [0.4952, -0.6811, 3.9378], [-5.0878, 4.4907, -1.5149], [-5.2507, 3.1040, -0.4676], [-2.8207, 2.2645, -1.1690], [-0.7879, -4.1433, 3.0034], [5.0874, -4.4926, 2.8712], [-0.9057, 3.4683, -0.8309], [1.0328, -3.6356, -0.5377], [-0.0956, 5.4196, 0.4296], [-0.5049, -1.9415, 3.0381], [0.6128, 5.0334, 2.8650], [-4.8393, 0.8943, -1.4571], [4.9855, -0.7362, -1.8921], [-5.9202, 1.2803, -2.8658], [2.4478, 0.7322, 2.1048], [-2.9195, 3.8839, -1.7562], [2.7912, -1.1234, 4.1868], [-3.1067, 3.8700, -4.5580], [0.7527, 0.8328, -3.9224]], "atomic_forces_ev_per_a": [[-0.752, 1.663, -0.339], [-0.077, 0.404, -0.176], [0.624, -0.382, -0.025], [-0.295, -1.111, 0.723], [0.766, -1.058, -0.040], [0.003, 0.010, -0.047], [-0.343, -0.206, 0.420], [-0.316, -1.666, 0.764], [0.592, -0.471, -1.113], [0.698, 0.388, 0.312], [1.137, -0.608, -0.426], [-0.056, 1.939, 0.368], [0.249, 1.013, 0.165], [-0.670, -0.707, 0.776], [1.329, -0.823, 0.376], [-0.115, -0.280, 0.374], [-0.770, 0.787, -1.770], [0.284, -0.079, -0.030], [0.284, -0.485, 0.015], [-0.657, -0.401, -0.872], [0.437, 1.000, -0.306], [0.765, -0.053, 0.791], [-0.508, -0.669, -0.146], [0.377, 0.238, -0.557], [-0.341, -0.017, -0.671], [-0.683, 0.860, -1.295], [-0.707, -1.235, -1.882], [-0.600, 0.202, 0.112], [1.026, 0.246, 0.663], [0.372, -0.866, -1.177], [-0.973, 0.438, 0.170], [0.955, 1.294, -2.539], [0.073, -1.103, 0.601], [1.049, -0.587, 1.047], [0.712, 0.901, 0.765], [-0.160, 0.390, 0.461], [-0.858, 1.152, 1.352], [0.719, 0.792, -0.531], [0.274, 0.378, 0.892], [-1.040, -0.782, -0.833], [-1.096, -0.830, 0.878], [-0.121, -1.042, 0.325], [-0.912, 0.133, 1.534], [-0.193, -1.201, -0.374], [-0.348, 0.152, 0.034], [-0.169, -0.093, 0.188], [-0.064, 0.055, 0.036], [-0.188, -0.007, 0.797], [-0.086, -0.419, -0.395], [-0.268, 0.195, 0.480], [-0.043, 0.095, -0.367], [-0.040, -0.101, -0.007], [-0.360, -0.154, 0.542], [-0.362, 0.830, -1.267], [-0.235, -0.116, -0.201], [0.381, -0.206, -0.264], [0.131, 0.117, 0.033], [0.999, -0.524, -0.227], [-0.019, 0.400, 0.285], [-0.356, -0.130, -0.038], [0.027, -0.437, 0.473], [-0.341, -0.038, -0.194], [0.418, 0.087, 0.883], [0.323, 0.131, -0.078], [0.288, 0.516, -0.137], [0.030, 0.201, -0.267], [0.108, -0.068, 0.709], [0.223, 0.322, 0.549], [0.099, 0.121, 0.013], [0.012, 0.108, -1.023], [-0.160, 0.006, 0.226], [0.291, -0.062, 0.136], [-0.165, 0.332, -0.238], [0.021, 0.693, -0.095], [-0.264, 0.083, 0.418], [0.490, -0.055, 0.158], [-0.854, 0.400, 0.106]], "lumo_energy_ev": -0.93, "e_tot_ha": -6746.7796, "homo_ev": -7.3402, "spin_multiplicity": 1}